Computed, not measured: C26H32BrO4Y as an isolated structure in a non-equilibrium geometry, with ωB97M-V/def2-TZVPD.

HOMO energy: -7.206 eV
Total energy: -3923.20867 Eh
Molar mass: 577.3 g mol⁻¹
Kohn-Sham gap: 7.25 eV

Geometry (Å):
O  1.84  0.37  -1.41
C  2.15  1.22  -2.57
C  3.63  0.84  -2.52
H  1.89  2.27  -2.40
H  1.65  0.83  -3.48
C  3.13  -0.34  -1.63
H  4.24  1.53  -1.90
H  4.14  0.54  -3.44
C  3.90  -0.50  -0.34
H  3.65  0.29  0.38
H  4.98  -0.51  -0.52
H  3.70  -1.47  0.11
C  2.73  -1.66  -2.32
H  2.13  -1.41  -3.21
H  2.07  -2.26  -1.66
H  3.62  -2.25  -2.60
Y  -0.47  -0.50  0.52
C  -1.80  -2.67  -0.77
C  -2.56  -1.54  -1.17
C  -1.85  -0.84  -2.18
H  -3.58  -1.32  -0.90
C  -0.62  -1.48  -2.37
C  -0.53  -2.59  -1.46
H  0.31  -3.32  -1.41
H  -2.17  -3.52  -0.18
H  -2.24  -0.04  -2.79
H  0.07  -1.27  -3.18
C  -0.73  -2.12  2.40
C  0.22  -2.76  1.55
C  1.37  -1.93  1.48
H  0.07  -3.75  1.10
C  1.17  -0.81  2.36
C  -0.16  -0.93  2.90
H  -0.64  -0.25  3.61
H  -1.69  -2.56  2.67
H  2.29  -2.20  0.97
H  1.89  -0.04  2.64
O  2.46  2.58  0.38
C  3.85  2.99  0.68
C  4.05  4.44  0.26
H  4.61  2.28  0.31
H  3.97  3.05  1.79
C  2.61  5.01  0.24
H  4.56  4.59  -0.70
H  4.62  5.00  1.00
C  1.72  3.79  0.53
H  2.41  5.53  -0.70
H  2.48  5.76  1.03
H  0.80  3.81  -0.04
H  1.46  3.84  1.59
Br  -3.96  -3.52  1.74
C  -5.13  -2.09  1.20
C  -6.41  -2.37  0.72
C  -7.32  -1.30  0.55
C  -6.96  0.01  0.88
C  -5.68  0.29  1.35
C  -4.75  -0.75  1.42
C  -3.37  -0.47  1.96
O  -3.19  -0.57  3.17
O  -2.47  -0.14  1.06
H  -6.71  -3.39  0.53
H  -8.33  -1.53  0.23
H  -7.70  0.81  0.84
H  -5.38  1.29  1.67

Charges per atom according to Löwdin partitioning, unit e: atom 1 (O): -0.172, atom 2 (C): -0.144, atom 3 (C): -0.056, atom 4 (H): 0.111, atom 5 (H): 0.118, atom 6 (C): -0.515, atom 7 (H): 0.107, atom 8 (H): 0.116, atom 9 (C): -0.019, atom 10 (H): 0.074, atom 11 (H): 0.097, atom 12 (H): 0.054, atom 13 (C): -0.007, atom 14 (H): 0.072, atom 15 (H): 0.065, atom 16 (H): 0.095, atom 17 (Y): 1.596, atom 18 (C): -0.218, atom 19 (C): -0.200, atom 20 (C): -0.173, atom 21 (H): 0.088, atom 22 (C): -0.195, atom 23 (C): -0.207, atom 24 (H): 0.091, atom 25 (H): 0.036, atom 26 (H): 0.084, atom 27 (H): 0.073, atom 28 (C): -0.201, atom 29 (C): -0.168, atom 30 (C): -0.195, atom 31 (H): 0.118, atom 32 (C): -0.196, atom 33 (C): -0.207, atom 34 (H): 0.113, atom 35 (H): 0.044, atom 36 (H): 0.079, atom 37 (H): 0.106, atom 38 (O): -0.171, atom 39 (C): -0.185, atom 40 (C): -0.164, atom 41 (H): 0.111, atom 42 (H): 0.126, atom 43 (C): -0.153, atom 44 (H): 0.105, atom 45 (H): 0.107, atom 46 (C): -0.209, atom 47 (H): 0.106, atom 48 (H): 0.109, atom 49 (H): 0.119, atom 50 (H): 0.115, atom 51 (Br): 0.867, atom 52 (C): -0.548, atom 53 (C): -0.112, atom 54 (C): -0.081, atom 55 (C): -0.081, atom 56 (C): -0.015, atom 57 (C): -0.185, atom 58 (C): -0.596, atom 59 (O): 0.055, atom 60 (O): -0.216, atom 61 (H): 0.100, atom 62 (H): 0.103, atom 63 (H): 0.105, atom 64 (H): 0.126

Computed, not measured: a 2-piece molecular cluster, C6H13N overall in a non-equilibrium geometry, with ωB97M-V/def2-TZVPD.

HOMO energy: -8.082 eV
Total energy: -290.88298 Eh
Molar mass: 99.2 g mol⁻¹
Kohn-Sham gap: 6.30 eV

Geometry (Å):
C  0.22  -1.94  0.24
C  1.31  -0.98  -0.24
C  0.90  0.42  -0.76
C  -0.43  0.91  -0.28
C  -0.76  1.30  0.94
C  -2.07  2.08  1.17
N  1.90  -1.57  -1.42
H  -0.80  -1.54  0.07
H  0.36  -2.79  -0.42
H  0.35  -2.21  1.29
H  2.11  -0.88  0.53
H  0.81  0.26  -1.85
H  1.79  1.01  -0.56
H  -1.12  1.19  -1.09
H  -0.11  1.45  1.80
H  -1.77  3.10  1.46
H  -2.65  2.20  0.27
H  -2.68  1.68  1.97
H  -0.21  -1.75  -1.80
H  2.84  -1.96  -1.31

Charges per atom according to Löwdin partitioning, unit e: atom 1 (C): -0.135, atom 2 (C): -0.564, atom 3 (C): -0.196, atom 4 (C): -0.165, atom 5 (C): -0.146, atom 6 (C): -0.107, atom 7 (N): 0.063, atom 8 (H): 0.071, atom 9 (H): 0.026, atom 10 (H): 0.077, atom 11 (H): 0.138, atom 12 (H): 0.093, atom 13 (H): 0.111, atom 14 (H): 0.110, atom 15 (H): 0.107, atom 16 (H): 0.069, atom 17 (H): 0.061, atom 18 (H): 0.061, atom 19 (H): 0.287, atom 20 (H): 0.040

Computed, not measured: C23H42B2BaF4N6O4P as an isolated structure in a non-equilibrium geometry, with ωB97M-V/def2-TZVPD.

Net charge: +1
HOMO energy: -11.723 eV
Total energy: -2347.13819 Eh
Molar mass: 732.5 g mol⁻¹
Kohn-Sham gap: 7.13 eV

Geometry (Å):
Ba  -0.19  -0.30  -0.04
C  4.35  1.58  1.19
C  3.29  0.95  0.39
N  2.33  0.20  0.94
O  2.10  0.20  2.28
B  1.35  1.51  2.90
F  1.47  1.28  4.23
F  2.05  2.58  2.37
O  -0.08  1.63  2.60
N  -0.34  1.95  1.28
C  -0.46  3.15  0.90
C  -0.48  4.36  1.77
C  -0.56  3.27  -0.61
N  -0.32  2.17  -1.23
O  -0.33  2.23  -2.60
B  1.02  2.15  -3.18
F  0.92  2.09  -4.53
F  1.82  3.18  -2.67
O  1.76  0.82  -2.78
N  2.03  0.72  -1.48
C  3.17  1.15  -1.05
C  4.26  1.77  -1.86
C  -0.83  4.57  -1.30
H  4.26  1.32  2.24
H  4.32  2.67  1.09
H  5.30  1.25  0.77
H  -0.33  4.07  2.81
H  -1.43  4.87  1.67
H  0.31  5.06  1.48
H  4.01  1.71  -2.91
H  5.21  1.27  -1.67
H  4.37  2.83  -1.60
H  -1.01  5.37  -0.59
H  -1.69  4.46  -1.95
H  0.02  4.82  -1.93
C  -0.69  -3.07  -2.20
N  -1.41  -1.79  -2.17
C  -1.18  -1.07  -3.43
C  -2.83  -2.02  -1.93
C  -3.58  -0.74  -1.62
N  -3.15  -0.12  -0.37
C  -3.59  1.28  -0.34
C  -3.71  -0.82  0.79
H  -1.06  -3.73  -2.99
H  -0.81  -3.59  -1.24
H  0.37  -2.89  -2.38
H  -1.62  -1.59  -4.28
H  -0.10  -0.97  -3.60
H  -1.58  -0.06  -3.38
H  -2.92  -2.72  -1.10
H  -3.30  -2.51  -2.80
H  -4.66  -0.94  -1.60
H  -3.42  -0.02  -2.43
H  -4.68  1.36  -0.42
H  -3.14  1.82  -1.17
H  -3.28  1.75  0.59
H  -4.81  -0.77  0.79
H  -3.34  -0.37  1.71
H  -3.42  -1.87  0.78
C  3.15  -3.96  0.18
C  2.62  -3.52  1.37
C  2.35  -2.17  1.56
C  2.54  -1.27  0.51
C  3.13  -1.70  -0.68
C  3.39  -3.06  -0.83
H  3.39  -5.01  0.04
H  2.45  -4.21  2.19
H  1.99  -1.79  2.50
H  3.32  -1.07  -1.53
H  3.82  -3.40  -1.77
C  -2.70  -2.83  3.46
P  -1.09  -2.89  2.59
C  -0.03  -2.91  4.10
C  -1.02  -4.65  2.08
H  -2.74  -3.57  4.26
H  -3.53  -3.01  2.78
H  -2.83  -1.84  3.90
H  -0.11  -3.88  4.60
H  -0.39  -2.15  4.79
H  1.02  -2.71  3.91
H  -1.02  -5.32  2.95
H  -0.13  -4.84  1.49
H  -1.89  -4.89  1.47

Charges per atom according to Löwdin partitioning, unit e: atom 1 (Ba): 1.878, atom 2 (C): 0.054, atom 3 (C): -0.108, atom 4 (N): -0.164, atom 5 (O): -0.022, atom 6 (B): -1.048, atom 7 (F): 0.213, atom 8 (F): 0.164, atom 9 (O): 0.025, atom 10 (N): -0.126, atom 11 (C): -0.243, atom 12 (C): 0.014, atom 13 (C): -0.240, atom 14 (N): -0.063, atom 15 (O): 0.027, atom 16 (B): -1.091, atom 17 (F): 0.205, atom 18 (F): 0.155, atom 19 (O): 0.024, atom 20 (N): -0.044, atom 21 (C): -0.260, atom 22 (C): 0.023, atom 23 (C): 0.022, atom 24 (H): 0.108, atom 25 (H): 0.125, atom 26 (H): 0.122, atom 27 (H): 0.093, atom 28 (H): 0.101, atom 29 (H): 0.107, atom 30 (H): 0.098, atom 31 (H): 0.099, atom 32 (H): 0.108, atom 33 (H): 0.078, atom 34 (H): 0.103, atom 35 (H): 0.100, atom 36 (C): -0.102, atom 37 (N): -0.393, atom 38 (C): -0.071, atom 39 (C): -0.200, atom 40 (C): -0.195, atom 41 (N): -0.346, atom 42 (C): -0.090, atom 43 (C): -0.113, atom 44 (H): 0.103, atom 45 (H): 0.079, atom 46 (H): 0.083, atom 47 (H): 0.106, atom 48 (H): 0.089, atom 49 (H): 0.080, atom 50 (H): 0.111, atom 51 (H): 0.137, atom 52 (H): 0.137, atom 53 (H): 0.115, atom 54 (H): 0.102, atom 55 (H): 0.083, atom 56 (H): 0.086, atom 57 (H): 0.105, atom 58 (H): 0.087, atom 59 (H): 0.051, atom 60 (C): -0.058, atom 61 (C): -0.053, atom 62 (C): -0.045, atom 63 (C): -0.231, atom 64 (C): -0.022, atom 65 (C): -0.050, atom 66 (H): 0.118, atom 67 (H): 0.117, atom 68 (H): 0.087, atom 69 (H): 0.108, atom 70 (H): 0.121, atom 71 (C): -0.304, atom 72 (P): 0.763, atom 73 (C): -0.275, atom 74 (C): -0.297, atom 75 (H): 0.052, atom 76 (H): 0.030, atom 77 (H): 0.043, atom 78 (H): 0.049, atom 79 (H): 0.050, atom 80 (H): 0.013, atom 81 (H): 0.046, atom 82 (H): 0.018, atom 83 (H): 0.038

Computed, not measured: C7H12ClN3O in the gas phase in a non-equilibrium geometry, with ωB97M-V/def2-TZVPD.

HOMO energy (alpha / beta): -7.811 / -7.811 eV
Total energy: -973.48280 Eh
Molar mass: 189.6 g mol⁻¹
Kohn-Sham gap (alpha / beta): 7.96 / 7.97 eV

Geometry (Å):
C  0.19  -1.64  0.54
C  1.30  -2.49  0.13
C  0.95  1.74  -0.45
C  -1.39  2.65  -0.34
C  -0.48  -1.49  1.83
C  -0.95  0.17  -0.94
C  -0.54  1.41  -0.12
N  0.78  -1.22  -1.66
N  1.94  -3.42  0.67
N  -0.04  -0.90  -0.74
O  1.61  -2.12  -1.15
Cl  0.66  -0.76  3.09
H  1.20  1.23  -1.36
H  1.10  2.84  -0.74
H  1.64  1.22  0.42
H  -2.41  2.39  -0.54
H  -1.03  3.14  -1.23
H  -1.36  3.42  0.38
H  -0.78  -2.56  2.10
H  -1.45  -0.99  1.87
H  -1.88  -0.23  -0.70
H  -1.00  0.41  -2.05
H  -0.66  1.07  0.94
H  2.61  -3.85  0.03

Charges per atom according to Löwdin partitioning, unit e: atom 1 (C): -0.165, atom 2 (C): -0.452, atom 3 (C): -0.063, atom 4 (C): -0.072, atom 5 (C): -0.518, atom 6 (C): -0.125, atom 7 (C): -0.389, atom 8 (N): 0.093, atom 9 (N): 0.130, atom 10 (N): -0.091, atom 11 (O): 0.041, atom 12 (Cl): 0.508, atom 13 (H): 0.034, atom 14 (H): 0.100, atom 15 (H): 0.136, atom 16 (H): 0.071, atom 17 (H): 0.072, atom 18 (H): 0.071, atom 19 (H): 0.111, atom 20 (H): 0.070, atom 21 (H): 0.108, atom 22 (H): 0.165, atom 23 (H): 0.116, atom 24 (H): 0.049

The lowest molar mass belongs to which entry?
C6H13N